1.
88
Properties=species:S:1:pos:R:3:forces:R:3:lowdin_charge:R:1 method="wB97M-V/def2-TZVPD" total_charge=0 e_tot_ev=-69203.165 gap_ev=10.1 de_lowest_kj_mol=5.65 molar_mass_g_mol=549.57 e_lumo_ev=0.55
Cl 1.531 -1.741 -0.407 0.3 0.0 0.0 0.654
Cl -1.917 0.831 -0.104 -0.1 -0.1 0.1 0.676
O -0.202 4.426 3.206 0.3 0.4 -0.1 -0.169
O -3.591 3.156 -1.891 -0.5 0.1 0.3 -0.205
O -2.634 -3.608 0.973 0.2 0.0 -0.2 -0.176
O -5.742 1.320 -1.973 -0.1 -0.1 -0.1 -0.162
O 2.328 0.403 -4.193 0.4 -0.1 0.1 -0.169
O 0.053 5.449 5.832 -0.9 -0.1 0.5 -0.175
O 3.584 -5.733 -2.448 -0.5 -0.1 -0.2 -0.157
O 4.458 -5.488 0.274 0.2 0.3 0.2 -0.189
O 2.703 1.549 -1.566 -0.6 -0.4 0.5 -0.213
O -0.303 -2.097 3.218 0.3 0.2 -0.7 -0.178
C -0.006 -0.977 -0.826 -0.8 0.2 0.5 -0.623
C 3.537 -4.608 -0.340 0.4 -0.3 0.2 -0.246
C 2.746 -5.388 -1.364 0.4 0.0 0.8 -0.225
C -0.740 -3.025 2.243 0.5 -0.7 0.1 -0.223
C 1.094 -2.132 3.368 0.5 -0.2 1.3 -0.123
C 0.183 6.372 6.894 1.3 -0.6 0.4 -0.116
C 1.959 1.695 -3.778 0.5 0.5 -0.5 -0.215
C -2.189 -2.711 1.959 0.3 -0.1 0.1 -0.207
C 1.539 -0.074 -5.242 -0.5 -0.2 -0.6 -0.123
C 5.327 -4.800 1.176 -1.1 -0.5 -0.5 -0.093
C -1.298 4.582 4.073 0.1 -0.4 0.4 -0.221
C -0.405 3.399 2.278 -0.1 -0.5 0.1 -0.126
C 3.565 1.830 -0.498 1.1 0.2 -0.4 -0.116
C -5.234 1.837 -3.168 0.5 0.2 -0.4 -0.212
C -1.071 5.735 5.021 0.7 0.5 -0.8 -0.218
C -5.190 0.072 -1.634 0.2 -0.2 0.1 -0.125
C -0.295 0.167 0.133 1.3 0.3 0.3 -0.649
C -2.270 3.686 -1.822 -1.2 -0.5 -0.2 -0.119
C 2.963 2.219 -2.779 -0.1 -0.1 0.6 -0.200
C -3.909 -3.324 0.480 -1.1 0.0 0.7 -0.114
C -3.813 2.385 -3.047 0.5 0.6 -0.1 -0.234
C 2.830 -6.458 -3.393 -0.5 -0.2 -0.3 -0.125
H 1.390 -2.972 4.014 0.0 -0.3 -0.4 0.090
H -1.988 5.944 5.581 0.1 -0.2 0.3 0.123
H 3.588 2.892 -0.223 -0.2 0.1 -0.1 0.089
H -0.536 -4.060 2.558 -0.6 0.0 0.5 0.134
H -4.656 -3.239 1.290 0.3 0.0 0.1 0.092
H 1.258 0.714 -5.950 0.0 0.2 0.1 0.086
H -0.482 2.415 2.759 -0.1 0.0 0.2 0.088
H 2.000 -5.835 -3.747 0.0 0.0 -0.2 0.086
H 0.808 7.219 6.593 -0.6 0.4 -0.1 0.088
H -4.096 0.077 -1.571 0.0 0.2 -0.1 0.032
H -2.219 4.717 3.493 -0.1 0.1 0.1 0.127
H 0.948 1.714 -3.358 0.0 0.0 0.1 0.125
H -2.206 4.148 -0.841 0.3 -0.1 0.0 0.081
H 1.660 -2.171 2.438 -0.2 0.0 -0.2 0.050
H 3.323 1.255 0.392 -0.4 -0.2 -0.2 0.080
H 3.993 2.065 -3.122 0.0 -0.3 -0.1 0.132
H 4.093 -3.774 -0.789 -0.2 0.0 -0.2 0.123
H -5.148 1.094 -3.975 -0.2 -0.4 0.2 0.122
H 1.983 2.358 -4.653 -0.2 0.1 0.0 0.125
H 0.042 -0.690 -1.871 0.0 0.2 0.0 0.065
H -0.757 6.636 7.377 -0.1 0.2 -0.3 0.085
H -5.475 -0.690 -2.370 -0.1 -0.1 0.1 0.093
H 0.799 5.886 7.660 -0.2 -0.1 -0.1 0.086
H 0.624 -0.549 -4.876 -0.1 0.1 0.1 0.084
H 2.063 -0.813 -5.847 0.3 -0.1 0.4 0.088
H -0.152 -0.168 1.163 -0.5 -0.2 0.0 0.059
H -0.132 -3.019 1.328 -0.2 0.8 -0.1 0.081
H 2.877 3.300 -2.618 -0.3 0.1 -0.2 0.127
H -5.548 -0.188 -0.639 -0.2 -0.1 -0.1 0.091
H 4.729 -4.389 1.997 0.2 0.0 0.2 0.082
H 4.585 1.553 -0.798 0.1 0.1 0.2 0.091
H 2.860 -4.181 0.414 -0.1 -0.1 0.0 0.094
H 3.424 -6.790 -4.244 0.3 0.4 0.1 0.085
H -3.977 -2.371 -0.057 0.3 -0.2 -0.3 0.075
H 1.424 -1.278 3.965 -0.3 0.3 -0.3 0.089
H 2.392 -6.309 -0.889 -0.1 0.0 0.1 0.130
H 5.997 -5.574 1.534 0.4 0.3 0.1 0.088
H -0.812 -1.692 -0.653 0.2 -0.3 -0.3 0.060
H -1.606 2.828 -1.936 0.6 0.4 0.0 0.043
H 1.854 -4.797 -1.607 0.1 0.0 -0.6 0.115
H -5.949 2.550 -3.574 0.0 0.4 0.5 0.125
H -2.790 -2.800 2.870 0.0 0.0 0.0 0.136
H -2.130 4.451 -2.591 0.2 -0.1 -0.1 0.088
H -3.581 3.024 -3.909 -0.2 -0.2 -0.4 0.124
H -3.088 1.562 -3.084 0.0 -0.1 0.1 0.107
H 0.425 0.983 0.050 -0.1 0.0 -0.5 0.058
H 2.379 -7.381 -3.004 0.1 0.1 0.4 0.087
H 5.805 -3.967 0.657 0.4 -0.1 0.1 0.086
H -1.400 3.673 4.683 -0.2 0.0 -0.1 0.133
H 0.452 3.330 1.612 0.0 0.3 -0.1 0.084
H -4.264 -4.180 -0.091 0.3 0.2 -0.4 0.091
H -0.834 6.649 4.455 -0.2 -0.1 -0.1 0.132
H -1.328 3.554 1.712 0.0 0.0 -0.2 0.073
H -2.212 -1.663 1.634 -0.3 0.0 -0.2 0.106

2.
86
Properties=species:S:1:pos:R:3:forces:R:3:lowdin_charge:R:1 method="wB97M-V/def2-TZVPD" total_charge=0 e_tot_ev=-40457.094 gap_ev=8.6 de_lowest_kj_mol=134.86 molar_mass_g_mol=457.70 e_lumo_ev=0.54
O 0.511 2.921 1.907 0.0 -0.3 0.0 -0.028
O 2.925 -1.006 0.008 0.6 0.1 -0.3 -0.042
O 2.770 -3.516 -2.048 0.4 1.2 0.6 -0.194
O 2.924 -2.195 2.483 0.3 0.3 1.1 -0.081
O 0.576 0.295 0.892 0.1 -0.6 -0.2 -0.045
O -3.398 -1.573 1.995 0.1 -0.1 -0.9 0.007
N 0.647 4.112 1.150 0.4 0.6 1.7 -0.103
N -2.846 -1.479 0.694 0.5 2.4 -1.8 -0.112
N 2.362 -4.664 1.293 -0.7 -0.4 -0.2 0.024
C -0.547 4.389 0.415 0.1 1.7 -1.2 -0.494
C 1.112 5.857 -1.049 -2.4 -0.7 -0.8 -0.209
C -1.022 -2.972 1.130 1.0 0.3 0.4 -0.049
C -0.825 3.296 -0.624 -0.6 0.4 -0.2 -0.018
C -0.208 5.744 -0.307 -1.5 0.2 -0.7 -0.130
C 2.987 4.395 1.858 -0.1 -1.0 -0.4 -0.031
C -4.986 -0.884 -0.403 0.0 0.0 0.0 -0.035
C -3.521 -0.467 -0.212 -0.3 0.4 0.5 -0.435
C 2.182 5.523 -0.132 1.7 0.2 -0.3 -0.181
C -3.067 -3.906 0.156 0.2 1.0 -0.7 -0.014
C -2.163 -2.646 0.189 0.4 -1.3 0.2 -0.519
C 2.473 2.927 -0.139 0.3 0.5 -0.7 -0.012
C 2.005 4.204 0.624 0.9 0.3 1.1 -0.446
C -2.851 -0.344 -1.608 -0.2 0.1 0.1 -0.165
C -2.395 -1.605 -2.249 1.3 -1.5 2.0 -0.171
C 2.943 -4.771 -0.013 0.3 -0.8 -2.1 -0.391
C 1.968 -4.239 -1.123 0.8 0.6 1.4 -0.185
C 3.329 -6.276 -0.314 0.3 1.0 0.4 -0.052
C -1.487 -2.337 -1.180 -0.8 0.7 -1.5 -0.116
C 2.063 -2.556 -2.844 -1.5 -2.0 -1.0 -0.094
C -1.750 4.659 1.346 0.1 -1.1 1.1 -0.027
C -3.442 0.978 0.440 0.0 -1.2 0.3 -0.023
H 1.732 -5.452 1.248 -0.6 0.0 1.2 0.089
H 3.852 -6.442 -1.255 0.3 0.3 0.1 0.076
H -3.528 0.045 -2.368 -0.4 0.9 0.6 0.122
H 2.349 6.391 0.506 -0.1 -0.3 0.6 0.126
H 1.257 -3.564 -0.646 -0.1 0.2 0.1 0.090
H -1.983 3.759 1.914 -0.1 -0.5 -0.3 0.065
H 0.377 3.241 2.802 0.1 0.0 0.2 0.117
H -2.699 4.944 0.892 0.3 0.1 -0.5 0.087
H -0.218 3.504 -1.505 0.3 -0.5 0.1 0.077
H 2.491 -6.971 -0.357 -0.5 0.3 0.2 0.069
H -1.787 -1.361 -3.121 -0.2 -0.3 -0.2 0.112
H 3.331 -1.699 1.773 0.0 0.2 -0.4 -0.012
H -1.299 -3.135 2.172 -0.4 -0.3 -0.1 0.089
H -4.998 -1.852 -0.905 -0.2 -0.1 0.1 0.068
H 1.140 6.844 -1.509 0.4 0.0 0.1 0.124
H 2.840 2.150 0.531 0.1 0.2 0.0 0.074
H 0.921 0.994 1.448 0.1 0.5 0.2 0.025
H 2.710 5.161 2.582 -0.6 -0.1 -0.2 0.083
H 2.742 -3.054 2.103 -0.5 -0.1 -0.3 -0.050
H -0.306 -2.152 1.177 0.1 0.2 -0.1 0.072
H 1.525 -3.280 -3.455 -0.3 0.7 -1.3 0.089
H -1.986 0.312 -1.514 0.1 0.2 -0.1 0.111
H 2.642 -1.846 -3.436 0.6 -0.6 0.3 0.097
H -5.567 -0.206 -1.027 0.2 0.3 0.0 0.083
H -1.000 5.913 -1.036 -0.3 -0.2 -0.2 0.117
H 3.819 -4.123 -0.041 0.1 -0.2 -0.2 0.142
H -3.471 -4.063 1.156 -0.1 -0.1 -0.2 0.084
H 3.086 3.428 2.350 -0.1 0.1 0.3 0.069
H 1.812 2.429 -0.848 -0.8 0.3 0.4 0.073
H -2.474 1.211 0.882 0.3 -0.4 0.0 0.053
H 3.927 -6.581 0.545 0.4 -0.3 -0.3 0.069
H 1.222 -1.995 -2.437 0.3 0.1 1.2 0.066
H -1.562 5.321 2.191 0.5 0.6 -0.4 0.083
H -3.207 -2.288 -2.497 -0.1 0.2 -0.3 0.108
H 3.083 5.463 -0.743 0.4 -0.2 0.3 0.123
H -3.850 -3.684 -0.570 -0.3 -0.5 0.1 0.064
H 1.381 -5.070 -1.514 0.1 -0.1 -0.7 0.124
H -0.467 -3.837 0.766 -0.1 -0.2 0.1 0.067
H 3.070 -4.852 1.988 0.1 -0.4 0.2 0.092
H 3.257 3.234 -0.830 0.6 0.0 0.4 0.082
H -5.497 -0.957 0.557 0.1 -0.2 0.0 0.081
H 2.055 -0.688 0.247 -0.7 0.3 0.3 -0.005
H -2.728 -1.099 2.492 -0.1 0.0 0.5 0.102
H -0.608 -1.705 -1.050 0.0 0.3 0.5 0.092
H -0.669 2.303 -0.204 0.3 0.2 -0.2 0.051
H -1.088 -3.189 -1.730 -0.1 -0.7 0.7 0.109
H -0.341 0.531 0.751 -0.3 -0.1 0.0 0.012
H 1.083 5.125 -1.856 0.1 0.0 -0.3 0.110
H 4.002 4.661 1.563 0.0 -0.1 -0.5 0.082
H -4.144 0.994 1.274 -0.2 0.4 -0.1 0.077
H -3.591 1.794 -0.266 -0.5 -0.2 -0.1 0.075
H -1.850 3.323 -0.993 -0.2 0.1 0.1 0.079
H -0.342 6.618 0.330 0.3 -0.3 0.7 0.119
H -2.482 -4.759 -0.188 -0.1 -0.1 0.1 0.080
H 2.764 -1.656 -0.676 0.2 -0.3 -0.2 0.005

3.
96
Properties=species:S:1:pos:R:3:forces:R:3:lowdin_charge:R:1 method="wB97M-V/def2-TZVPD" total_charge=-1 e_tot_ev=-71836.327 gap_ev=9.9 molar_mass_g_mol=641.64 e_lumo_ev=2.26
P -0.296 0.710 -0.025 2.8 1.4 -1.6 0.154
F -1.046 0.151 1.206 -0.2 -1.6 2.1 -0.132
F -0.299 -0.696 -0.821 -1.9 -0.1 -0.6 -0.186
F -0.024 2.125 0.788 -0.2 -0.7 -0.4 -0.207
F -1.766 1.220 -0.503 0.5 0.0 -1.1 -0.187
F 0.441 1.406 -1.348 -0.9 -0.2 0.6 -0.221
F 1.195 0.139 0.436 -0.3 1.1 1.0 -0.220
O -2.587 1.304 -5.232 -0.1 1.0 -0.2 -0.125
O 0.168 -8.147 3.469 1.1 1.9 -1.7 -0.155
O -1.695 -6.093 4.705 -0.1 0.3 0.4 -0.189
O 2.354 -2.163 -7.897 1.8 -0.4 2.1 -0.190
O -4.297 -5.575 -4.358 1.1 -0.9 -1.0 -0.168
O 2.554 7.810 1.748 -0.6 -0.2 3.2 -0.171
O 0.295 -0.382 8.772 1.1 0.3 0.6 -0.179
O 2.226 9.461 -0.251 -0.7 -0.4 -2.0 -0.156
O 4.549 -1.620 -6.006 -0.8 -0.8 0.2 -0.194
O 2.567 0.919 6.765 -0.7 0.8 1.7 -0.216
O 2.195 5.594 -2.510 0.2 0.3 -0.9 -0.118
C -0.640 -7.246 2.767 -0.2 2.4 -0.8 -0.190
C 0.208 0.605 7.728 -0.5 -0.4 0.3 -0.180
C 1.207 0.372 6.631 2.6 -1.7 -0.2 -0.165
C -2.166 -4.902 5.292 -0.6 0.9 0.5 -0.130
C 1.401 6.051 -3.609 -0.3 -0.2 0.4 -0.168
C 2.688 7.124 3.059 -0.7 0.1 -1.1 -0.076
C 1.263 8.488 1.783 1.3 -0.8 -1.5 -0.197
C 1.366 -1.644 -8.702 -1.6 -0.9 -0.1 -0.159
C 3.354 0.837 5.592 -2.6 -0.1 -0.9 -0.113
C 3.354 -2.268 -5.541 -0.7 0.2 -2.3 -0.193
C -0.629 -9.011 4.123 -0.5 -1.0 2.3 -0.163
C -0.488 -0.161 9.916 -0.6 0.1 0.6 -0.143
C -3.761 -5.024 -3.108 -1.1 0.2 -0.6 -0.167
C -6.065 -4.802 -3.184 -1.3 1.2 -0.3 -0.197
C -1.032 -5.878 3.469 0.7 -0.8 0.4 -0.171
C -3.282 2.472 -5.705 -0.2 -1.2 -0.8 -0.161
C 5.651 -2.193 -5.296 -1.3 1.5 0.2 -0.105
C -5.740 -5.515 -4.521 1.0 0.6 3.0 -0.154
C 1.954 10.433 -1.268 0.1 0.0 0.6 -0.097
C 1.468 9.664 0.899 0.5 2.5 0.6 -0.272
C -4.851 -4.033 -2.802 0.9 1.0 0.8 -0.219
C 2.104 -1.962 -6.460 1.6 1.0 -0.3 -0.141
H -2.778 -4.570 -3.235 -0.1 -0.1 -0.6 0.120
H 0.488 -2.191 -8.359 -1.1 0.8 -0.1 0.084
H 2.585 10.307 -2.148 0.3 -0.3 0.4 0.086
H -0.058 -6.920 1.904 0.0 0.0 -0.1 0.123
H 2.117 11.423 -0.842 0.2 0.3 -0.1 0.079
H 0.019 -9.714 4.646 -0.2 -0.4 -0.2 0.093
H 0.932 10.431 -1.648 -0.3 -0.4 0.3 0.081
H 5.684 -3.263 -5.497 0.6 0.0 0.0 0.085
H 2.464 7.779 3.901 0.0 0.4 -0.1 0.070
H 1.867 -0.911 -6.299 -0.2 0.2 -0.2 0.117
H 2.619 1.195 4.871 0.8 0.8 -1.0 0.078
H 0.464 6.407 -3.182 -0.3 0.1 -0.4 0.070
H 1.413 -1.975 -9.740 0.9 -0.1 0.0 0.081
H -2.271 -4.961 6.375 0.3 -0.7 0.0 0.083
H -6.046 -4.974 -5.417 0.3 0.1 0.0 0.112
H -6.203 -6.501 -4.505 0.3 -0.2 -0.3 0.104
H 1.216 5.262 -4.338 -0.1 -0.2 0.1 0.072
H -4.667 -3.093 -3.322 -0.2 -0.1 -0.5 0.119
H 0.505 7.812 1.387 -0.1 -0.2 0.1 0.130
H 2.024 10.433 1.435 0.6 -0.1 0.9 0.120
H -2.972 3.403 -5.230 -0.2 -0.1 0.3 0.077
H 1.498 -0.677 6.680 -0.9 -0.6 -0.3 0.126
H 0.266 1.640 8.063 -0.1 0.0 0.4 0.130
H -0.346 0.772 10.461 0.3 0.7 -0.6 0.080
H 1.280 -2.548 -6.053 -0.2 -0.3 -0.4 0.118
H -4.339 2.209 -5.654 -0.3 0.8 0.5 0.070
H -5.025 -3.715 -1.774 0.6 -0.2 0.3 0.117
H -3.134 2.577 -6.779 0.5 -0.1 0.0 0.068
H -1.538 -7.716 2.365 -0.1 -0.3 0.2 0.114
H 3.472 -0.179 5.215 0.7 -0.4 0.5 0.082
H 0.792 0.551 5.639 0.0 0.5 0.0 0.125
H 1.835 4.731 -2.293 0.1 -0.2 0.3 0.074
H -3.150 -4.564 4.967 -0.4 -0.6 -0.6 0.081
H -1.637 -5.182 2.889 -0.2 -0.5 -0.8 0.123
H -0.770 0.367 7.309 -0.2 0.7 -0.5 0.126
H 1.841 6.865 -4.185 0.5 0.1 0.5 0.068
H 0.952 8.877 2.753 0.2 -0.3 0.3 0.118
H 0.576 10.283 0.795 -0.9 -0.6 -0.8 0.120
H 1.269 -0.558 -8.710 -0.1 0.1 0.4 0.089
H 1.931 6.339 3.067 0.1 -0.3 0.1 0.084
H 3.466 -3.351 -5.586 0.4 -0.2 0.2 0.111
H -1.559 -0.269 9.745 -0.3 0.2 -0.5 0.079
H -6.845 -4.040 -3.198 -0.7 -0.5 -0.3 0.109
H 3.098 -1.958 -4.528 0.0 0.0 0.1 0.126
H -3.651 -5.786 -2.337 -0.2 -0.3 0.0 0.112
H 3.661 6.677 3.264 0.1 0.2 -0.7 0.080
H 6.507 -1.557 -5.521 0.3 -0.7 -0.3 0.088
H 4.269 1.429 5.629 -0.3 -0.2 0.3 0.090
H -1.599 -3.983 5.141 0.9 -0.3 -0.4 0.085
H -0.108 -5.324 3.635 0.3 0.0 0.3 0.120
H -2.773 1.322 -4.290 0.3 -0.4 0.3 0.071
H 5.409 -1.995 -4.251 0.4 -0.5 0.5 0.082
H -1.329 -9.479 3.431 -0.2 -0.4 0.3 0.091
H -1.112 -8.432 4.910 -0.8 -0.4 0.1 0.086
H -6.186 -5.419 -2.294 -0.6 -0.8 -0.5 0.113
H -0.322 -0.860 10.736 0.7 -0.7 -0.6 0.080